# C7H9NO2

One molecule with the formula C7H9NO2 in a non-equilibrium geometry (ωB97M-V/def2-TZVPD, the OMol25 dataset).

Each line ends with the Löwdin charge.
Atoms and positions in Å:
C1 0.88 -1.33 0.30  -0.474
C2 -2.65 -1.13 1.17  0.104
C3 -1.35 -1.44 1.19  -0.159
C4 1.88 -0.24 -0.09  -0.129
C5 1.44 0.67 -1.23  -0.141
C6 0.30 1.60 -0.81  -0.297
C7 -0.58 1.18 0.21  -0.198
N1 -0.29 -0.76 0.67  0.101
O1 1.19 -2.53 0.32  0.076
O2 -1.05 1.21 -1.05  -0.008
H1 -3.36 -1.83 1.56  0.066
H2 -3.03 -0.13 1.00  0.077
H3 -0.90 -2.30 1.79  0.144
H4 2.12 0.19 0.97  0.163
H5 2.81 -0.81 -0.48  0.136
H6 2.27 1.40 -1.37  0.115
H7 1.14 0.10 -2.20  0.164
H8 0.45 2.72 -0.88  0.152
H9 -1.26 1.63 0.94  0.109

Values from the calculation:
relative energy (zero: lowest compared OMol25 entry of this formula, charge and spin) = 421.4 kJ/mol
HOMO energy (spin up / spin down) = -5.148 / -9.717 eV
multiplicity = 3
energy = -12982.403 eV